{"formula": "C5H5NO", "method": "wB97M-V/def2-TZVPD", "elements": ["O", "N", "C", "C", "C", "C", "C", "H", "H", "H", "H", "H"], "coordinates": [[-1.01744, 2.12574, 0.00815], [1.75746, -2.25608, 1.54998], [0.56251, -1.10278, -0.45138], [-0.80627, -0.56026, -0.09788], [1.26534, -1.74962, 0.63444], [0.33570, 0.34189, -0.37995], [0.23622, 1.65268, -0.32528], [0.93214, 2.45657, -0.53108], [-1.14985, -0.64546, 0.93298], [-1.59625, -0.58784, -0.84453], [-1.17484, 1.89033, 0.93149], [0.65529, -1.56515, -1.42693]], "forces_ev_per_angstrom": [[0.0, 0.8, 0.3], [-0.4, 0.4, -0.9], [0.3, -0.2, -0.1], [-0.2, 0.0, 0.0], [0.6, -0.5, 0.8], [-1.2, 0.2, 0.4], [0.2, -0.1, -0.2], [0.3, -0.3, -0.1], [0.2, -0.1, -0.2], [0.2, -0.2, 0.1], [-0.2, 0.0, -0.2], [0.2, 0.0, 0.1]], "nbo_charge": [-0.7049, -0.3073, -0.3334, -0.4035, 0.2839, -0.0870, 0.1569, 0.1929, 0.2216, 0.2326, 0.4804, 0.2677], "homo_ev": -9.971, "total_energy_ha": -323.4114, "homo_lumo_gap_ha": 0.3912, "charge": 0, "multiplicity": 1, "smiles": "N#C[C@H]1C/C1=C\\O", "e_above_lowest_kj_mol": 284.2, "lumo_ev": 0.675}